Here is a cluster of 5 separate species, C41H60F4N5O7P2S in total from the OMol25 dataset. Energies are from the ωB97M-V functional and the def2-TZVPD basis.

Atoms and positions in Å:
1 C -0.29757 5.50242 4.55608
2 C 0.12553 4.82127 3.25965
3 O 1.53984 4.77713 3.18842
4 C 2.05841 4.51261 1.90336
5 C 3.23786 3.56107 2.02886
6 O 3.17232 2.26709 1.35990
7 N 2.62540 2.26874 0.02412
8 C 2.32724 0.93078 -0.27679
9 N 3.13132 0.30658 -1.20641
10 C 2.52843 -0.17320 -2.48827
11 C 2.83534 -1.61931 -2.86109
12 C 1.95729 -2.06379 -4.03832
13 C 2.42521 -1.44651 -5.36843
14 N 1.38619 -0.79984 -6.17349
15 C 0.23362 -1.64838 -6.45911
16 C 1.14463 0.51502 -5.77735
17 C -0.27753 0.97146 -5.60115
18 O 2.06287 1.25717 -5.54730
19 C 4.25240 -0.43807 -0.59862
20 N 5.37479 -0.45715 -1.50928
21 C 6.22573 -1.64635 -1.35155
22 N 1.35804 0.34399 0.38395
23 C 0.53039 1.01637 1.39240
24 S 0.90350 0.55346 3.11952
25 C 2.56108 -0.16499 3.09419
26 C 2.69293 -0.97916 4.37710
27 P 0.91622 -1.36269 0.14705
28 O -0.27636 -1.71138 0.91820
29 P 3.53360 3.05487 -1.21000
30 O 2.91362 2.84708 -2.51333
31 O 5.03457 2.59132 -1.00830
32 O 3.52710 4.54243 -0.67740
33 H 0.57638 5.71212 5.16685
34 H -0.99901 4.89375 5.11976
35 H -0.78595 6.45467 4.35442
36 H -0.26492 5.37708 2.40013
37 H -0.27450 3.80416 3.20928
38 H 2.40523 5.45014 1.46805
39 H 1.28132 4.11978 1.24312
40 H 3.33751 3.28350 3.07570
41 H 4.16144 4.04308 1.71400
42 H 1.44470 -0.04145 -2.42825
43 H 2.84429 0.50822 -3.27688
44 H 3.88424 -1.70239 -3.13884
45 H 2.64935 -2.29556 -2.02263
46 H 0.91958 -1.79886 -3.81888
47 H 1.99864 -3.15011 -4.10553
48 H 3.18638 -0.69190 -5.18697
49 H 2.90235 -2.21097 -5.98279
50 H -0.36240 -1.19673 -7.24744
51 H 0.57044 -2.61828 -6.81428
52 H -0.42118 -1.80662 -5.60073
53 H -0.26456 2.05170 -5.49629
54 H -0.70231 0.51669 -4.70542
55 H -0.91301 0.71454 -6.44454
56 H 4.49617 0.07570 0.33996
57 H 3.98690 -1.46306 -0.33671
58 H 5.94402 0.35336 -1.30858
59 H 5.87401 -2.45226 -1.99419
60 H 6.25355 -2.02011 -0.32350
61 H 7.24552 -1.39796 -1.62957
62 H -0.50159 0.71385 1.22477
63 H 0.60924 2.08740 1.24906
64 H 3.31002 0.62305 3.07968
65 H 2.73322 -0.80957 2.23366
66 H 2.01527 -1.83019 4.38527
67 H 3.71669 -1.33712 4.47806
68 H 2.47105 -0.36834 5.25170
69 H 0.76924 -1.42023 -1.23558
70 H 2.08311 -2.03676 0.50816
71 H 5.42464 2.44766 -1.88590
72 H 3.04314 5.10127 -1.30550
73 F -6.85001 -1.80649 4.21903
74 C -5.65657 -1.89422 3.59977
75 C -4.52916 -2.14306 4.35567
76 C -3.30518 -2.22458 3.70731
77 C -3.22014 -2.05966 2.33143
78 C -4.37291 -1.81525 1.59574
79 C -5.60445 -1.73165 2.23014
80 H -4.61532 -2.26415 5.42698
81 H -2.41014 -2.41466 4.28494
82 H -2.25969 -2.11249 1.83753
83 H -4.31565 -1.68465 0.52244
84 H -6.51737 -1.54709 1.67856
85 F 0.24688 1.60749 5.99748
86 C -0.79501 1.02714 6.64417
87 C -0.62796 0.63659 7.95637
88 C -1.70578 0.05529 8.60935
89 C -2.91420 -0.12413 7.94915
90 C -3.04847 0.27888 6.62779
91 C -1.98070 0.86198 5.95991
92 H 0.32223 0.78898 8.44989
93 H -1.60026 -0.25336 9.64052
94 H -3.75049 -0.57509 8.46549
95 H -3.98703 0.14018 6.10777
96 H -2.06601 1.18492 4.93123
97 F -3.29343 1.46815 2.09601
98 C -4.20181 2.29770 1.52168
99 C -5.39615 1.77484 1.07231
100 C -6.30566 2.63658 0.47508
101 C -6.01466 3.98703 0.33903
102 C -4.80678 4.48333 0.80567
103 C -3.88642 3.63517 1.40577
104 H -5.60228 0.72060 1.18538
105 H -7.24996 2.24834 0.11832
106 H -6.73012 4.65144 -0.12524
107 H -4.57714 5.53578 0.70490
108 H -2.94375 4.00022 1.78479
109 F -1.55993 -3.96058 -5.95310
110 C -1.69261 -5.20832 -6.47237
111 C -1.77806 -6.27938 -5.60849
112 C -1.91230 -7.55018 -6.14949
113 C -1.95332 -7.72668 -7.52547
114 C -1.86273 -6.62765 -8.36798
115 C -1.73337 -5.34951 -7.84322
116 H -1.74216 -6.11707 -4.53983
117 H -1.98721 -8.40473 -5.49092
118 H -2.05737 -8.71951 -7.94042
119 H -1.89328 -6.76227 -9.44053
120 H -1.66829 -4.47749 -8.47978

ΔE to the lowest compared entry with this formula, charge and spin	0.0	kcal per mole
charge	+1
total energy	-3878.879421	Eh
HOMO	-10.684	eV
gap between HOMO and LUMO	6.67	eV

Atom charges from the Löwdin analysis, given in e for atoms 1 to 2:
1. C -0.048
2. C -0.268